[1]
{
  "formula": "C26H78N12O5P4S",
  "method": "ωB97M-V/def2-TZVPD",
  "charge": 0,
  "homo_lumo_gap_ev": 8.36,
  "e_above_lowest_ev": 0.000,
  "molar_mass_g_mol": 794.952,
  "elements": ["O", "P", "N", "C", "C", "N", "C", "C", "N", "C", "C", "H", "H", "H", "H", "H", "H", "H", "H", "H", "H", "H", "H", "H", "H", "H", "H", "H", "H", "O", "P", "N", "C", "C", "N", "C", "C", "N", "C", "C", "H", "H", "H", "H", "H", "H", "H", "H", "H", "H", "H", "H", "H", "H", "H", "H", "H", "H", "O", "P", "N", "C", "C", "N", "C", "C", "N", "C", "C", "H", "H", "H", "H", "H", "H", "H", "H", "H", "H", "H", "H", "H", "H", "H", "H", "H", "H", "O", "P", "N", "C", "C", "N", "C", "C", "N", "C", "C", "H", "H", "H", "H", "H", "H", "H", "H", "H", "H", "H", "H", "H", "H", "H", "H", "H", "H", "C", "S", "O", "C", "H", "H", "H", "H", "H", "H"],
  "xyz": [[1.90, 5.72, 0.59], [2.36, 4.33, 0.46], [3.53, 4.11, -0.68], [3.95, 2.78, -1.11], [4.36, 5.22, -1.08], [1.22, 3.19, 0.00], [0.71, 3.30, -1.37], [0.09, 3.14, 0.95], [2.85, 3.72, 1.92], [3.24, 4.66, 2.98], [3.24, 2.34, 2.12], [3.21, 2.05, -0.80], [4.94, 2.57, -0.66], [4.17, 2.75, -2.18], [3.78, 6.13, -0.96], [4.60, 5.13, -2.14], [5.28, 5.28, -0.49], [-0.16, 2.65, -1.45], [0.37, 4.32, -1.59], [1.46, 2.99, -2.10], [-0.33, 4.15, 1.12], [-0.73, 2.52, 0.60], [0.46, 2.77, 1.91], [4.20, 4.34, 3.39], [3.23, 5.69, 2.62], [2.50, 4.62, 3.78], [3.25, 2.14, 3.20], [4.24, 2.10, 1.75], [2.50, 1.68, 1.68], [1.31, -2.64, 4.96], [0.41, -2.36, 3.83], [-1.18, -2.64, 4.18], [-2.24, -1.87, 3.55], [-1.63, -3.73, 5.02], [0.68, -3.22, 2.41], [2.08, -3.33, 2.03], [-0.11, -4.44, 2.25], [0.56, -0.82, 3.28], [0.10, -0.38, 1.96], [0.81, 0.24, 4.25], [-1.97, -0.83, 3.41], [-3.10, -1.88, 4.22], [-2.53, -2.29, 2.57], [-2.14, -4.51, 4.42], [-2.29, -3.37, 5.81], [-0.79, -4.24, 5.48], [2.76, -3.40, 2.89], [2.26, -4.20, 1.41], [2.43, -2.41, 1.55], [0.05, -5.18, 3.05], [-1.16, -4.20, 2.10], [0.23, -4.96, 1.35], [-0.67, 0.39, 2.05], [0.95, 0.06, 1.42], [-0.26, -1.21, 1.37], [0.11, 0.18, 5.09], [0.69, 1.22, 3.79], [1.83, 0.15, 4.63], [-2.40, 0.72, 0.49], [-3.29, 0.14, -0.52], [-4.80, -0.07, 0.13], [-4.90, -0.39, 1.55], [-5.90, -0.61, -0.66], [-2.74, -1.29, -1.13], [-3.54, -2.48, -1.37], [-1.36, -1.31, -1.60], [-3.58, 1.11, -1.85], [-3.03, 2.47, -1.81], [-3.56, 0.54, -3.18], [-4.59, -1.41, 1.79], [-5.92, -0.19, 1.87], [-4.26, 0.31, 2.09], [-6.11, -1.65, -0.40], [-5.69, -0.44, -1.71], [-6.81, -0.05, -0.43], [-4.19, -2.65, -0.51], [-4.27, -2.38, -2.19], [-2.92, -3.36, -1.46], [-1.22, -2.14, -2.29], [-1.13, -0.40, -2.16], [-0.66, -1.34, -0.76], [-2.59, 2.68, -0.84], [-2.26, 2.62, -2.58], [-3.82, 3.20, -2.00], [-2.56, 0.39, -3.61], [-4.09, 1.22, -3.86], [-4.10, -0.40, -3.20], [3.27, -0.45, -0.40], [4.06, -1.39, -1.20], [3.25, -2.87, -1.39], [3.87, -4.13, -1.70], [1.80, -2.91, -1.41], [5.57, -1.71, -0.63], [6.52, -0.61, -0.69], [5.81, -2.64, 0.47], [4.28, -0.93, -2.78], [5.22, -1.55, -3.69], [3.24, -0.12, -3.40], [3.13, -4.91, -1.86], [4.54, -4.50, -0.93], [4.51, -4.06, -2.58], [1.48, -3.22, -2.41], [1.31, -1.96, -1.20], [1.44, -3.57, -0.62], [6.84, -0.33, 0.32], [7.41, -0.82, -1.28], [6.01, 0.29, -1.04], [5.15, -3.49, 0.46], [6.84, -2.98, 0.40], [5.69, -2.11, 1.43], [5.80, -0.81, -4.24], [5.93, -2.16, -3.14], [4.71, -2.21, -4.40], [3.21, -0.25, -4.48], [3.35, 0.94, -3.18], [2.26, -0.45, -3.06], [-7.91, 2.59, -2.30], [-9.04, 1.24, -2.59], [-9.41, 0.64, -1.29], [-10.40, 2.24, -3.18], [-6.89, 2.23, -2.19], [-8.15, 3.10, -1.36], [-7.95, 3.27, -3.15], [-10.08, 2.85, -4.01], [-10.85, 2.81, -2.36], [-11.17, 1.55, -3.53]],
  "lowdin_charge": [-0.279, 0.484, -0.305, -0.131, -0.111, -0.283, -0.098, -0.103, -0.302, -0.097, -0.106, 0.048, 0.079, 0.074, 0.072, 0.080, 0.083, 0.055, 0.091, 0.068, 0.089, 0.048, 0.057, 0.077, 0.067, 0.082, 0.080, 0.079, 0.052, -0.275, 0.467, -0.308, -0.106, -0.121, -0.285, -0.123, -0.113, -0.285, -0.117, -0.092, 0.071, 0.087, 0.071, 0.078, 0.083, 0.079, 0.078, 0.071, 0.068, 0.085, 0.067, 0.072, 0.052, 0.072, 0.057, 0.083, 0.066, 0.078, -0.268, 0.499, -0.291, -0.100, -0.116, -0.288, -0.101, -0.092, -0.280, -0.102, -0.131, 0.070, 0.088, 0.075, 0.083, 0.063, 0.074, 0.066, 0.071, 0.086, 0.086, 0.075, 0.054, 0.058, 0.078, 0.079, 0.077, 0.088, 0.059, -0.267, 0.502, -0.283, -0.117, -0.121, -0.301, -0.106, -0.091, -0.300, -0.128, -0.090, 0.086, 0.056, 0.074, 0.089, 0.049, 0.066, 0.088, 0.084, 0.066, 0.046, 0.090, 0.091, 0.084, 0.069, 0.082, 0.083, 0.055, 0.072, -0.271, 0.786, -0.547, -0.279, 0.034, 0.068, 0.048, 0.050, 0.064, 0.049]
}


[2]
{
  "formula": "C26H78N9O7P3S4",
  "method": "ωB97M-V/def2-TZVPD",
  "charge": 0,
  "homo_lumo_gap_ev": 8.40,
  "e_above_lowest_ev": 0.000,
  "molar_mass_g_mol": 850.156,
  "elements": ["O", "P", "N", "C", "C", "N", "C", "C", "N", "C", "C", "H", "H", "H", "H", "H", "H", "H", "H", "H", "H", "H", "H", "H", "H", "H", "H", "H", "H", "O", "P", "N", "C", "C", "N", "C", "C", "N", "C", "C", "H", "H", "H", "H", "H", "H", "H", "H", "H", "H", "H", "H", "H", "H", "H", "H", "H", "H", "O", "P", "N", "C", "C", "N", "C", "C", "N", "C", "C", "H", "H", "H", "H", "H", "H", "H", "H", "H", "H", "H", "H", "H", "H", "H", "H", "H", "H", "C", "S", "O", "C", "H", "H", "H", "H", "H", "H", "C", "S", "O", "C", "H", "H", "H", "H", "H", "H", "C", "S", "O", "C", "H", "H", "H", "H", "H", "H", "C", "S", "O", "C", "H", "H", "H", "H", "H", "H"],
  "xyz": [[10.96, -14.05, 1.78], [10.54, -12.64, 1.96], [11.45, -11.87, 3.09], [12.73, -12.48, 3.44], [11.28, -10.48, 3.47], [8.99, -12.36, 2.47], [8.69, -12.87, 3.81], [7.93, -12.68, 1.53], [10.60, -11.84, 0.52], [10.23, -10.42, 0.38], [11.23, -12.44, -0.64], [13.36, -12.59, 2.56], [12.56, -13.47, 3.86], [13.27, -11.89, 4.18], [10.29, -10.11, 3.20], [12.00, -9.81, 2.99], [11.45, -10.37, 4.55], [7.72, -12.48, 4.11], [8.62, -13.97, 3.81], [9.46, -12.58, 4.52], [7.75, -13.76, 1.53], [7.01, -12.17, 1.84], [8.22, -12.35, 0.54], [9.96, -10.21, -0.65], [9.35, -10.24, 1.00], [11.05, -9.78, 0.71], [10.51, -12.60, -1.46], [11.71, -13.38, -0.38], [11.99, -11.78, -1.08], [12.97, -8.14, 2.09], [14.32, -7.55, 2.22], [14.74, -6.55, 0.98], [15.29, -5.22, 1.19], [14.67, -7.07, -0.38], [15.51, -8.70, 2.26], [16.81, -8.62, 1.63], [15.13, -9.97, 2.85], [14.46, -6.64, 3.60], [13.31, -6.42, 4.45], [15.73, -6.40, 4.23], [14.52, -4.49, 1.48], [15.69, -4.84, 0.24], [16.08, -5.18, 1.94], [14.75, -6.26, -1.10], [13.71, -7.58, -0.52], [15.46, -7.80, -0.58], [17.47, -9.34, 2.11], [16.78, -8.87, 0.57], [17.21, -7.61, 1.68], [16.01, -10.59, 2.98], [14.60, -9.90, 3.80], [14.43, -10.53, 2.21], [13.31, -7.15, 5.27], [13.37, -5.43, 4.91], [12.40, -6.53, 3.87], [15.84, -5.34, 4.50], [16.57, -6.59, 3.57], [15.86, -7.03, 5.12], [20.62, -14.94, 2.08], [21.39, -15.92, 1.30], [20.50, -16.76, 0.20], [21.09, -17.70, -0.71], [19.06, -16.93, 0.42], [22.19, -17.00, 2.27], [21.64, -17.31, 3.58], [23.36, -17.77, 1.90], [22.63, -15.31, 0.38], [22.40, -14.78, -0.95], [23.65, -14.56, 1.11], [21.24, -18.70, -0.28], [22.06, -17.36, -1.08], [20.46, -17.82, -1.60], [18.85, -17.85, 0.98], [18.55, -17.01, -0.54], [18.64, -16.11, 0.98], [22.35, -17.01, 4.36], [20.76, -16.70, 3.76], [21.38, -18.36, 3.69], [23.73, -17.44, 0.93], [24.14, -17.73, 2.66], [23.09, -18.82, 1.71], [21.67, -15.36, -1.50], [22.05, -13.74, -0.95], [23.34, -14.77, -1.51], [23.45, -13.49, 1.13], [24.63, -14.73, 0.65], [23.74, -14.95, 2.12], [20.66, -11.41, 1.29], [20.92, -9.87, 0.43], [19.58, -9.50, -0.11], [21.16, -8.89, 1.91], [19.79, -11.33, 1.95], [21.49, -11.67, 1.95], [20.43, -12.22, 0.59], [21.43, -7.90, 1.55], [21.93, -9.28, 2.58], [20.23, -8.84, 2.46], [13.54, -15.72, 1.07], [15.01, -15.99, 0.09], [16.08, -16.41, 1.04], [14.43, -17.48, -0.70], [13.50, -16.49, 1.84], [12.65, -15.76, 0.44], [13.58, -14.74, 1.53], [14.12, -18.15, 0.11], [15.27, -17.97, -1.20], [13.68, -17.28, -1.46], [17.31, -14.98, 3.95], [16.07, -13.78, 3.52], [16.29, -12.63, 4.45], [16.67, -13.34, 1.89], [18.30, -14.50, 3.92], [17.33, -15.78, 3.22], [17.20, -15.29, 4.99], [16.78, -14.27, 1.33], [17.57, -12.72, 1.93], [15.86, -12.78, 1.41], [22.44, -11.98, 5.13], [20.88, -11.20, 5.53], [20.76, -9.97, 4.72], [19.86, -12.42, 4.75], [22.51, -12.13, 4.05], [22.43, -12.97, 5.58], [23.26, -11.37, 5.49], [20.28, -12.89, 3.86], [18.93, -11.93, 4.43], [19.52, -13.19, 5.44]],
  "lowdin_charge": [-0.284, 0.475, -0.292, -0.119, -0.105, -0.310, -0.111, -0.109, -0.306, -0.089, -0.114, 0.055, 0.082, 0.077, 0.074, 0.041, 0.086, 0.081, 0.085, 0.074, 0.087, 0.083, 0.070, 0.083, 0.070, 0.072, 0.081, 0.054, 0.082, -0.287, 0.484, -0.292, -0.102, -0.093, -0.281, -0.095, -0.111, -0.307, -0.101, -0.123, 0.083, 0.078, 0.057, 0.080, 0.077, 0.064, 0.073, 0.065, 0.075, 0.053, 0.084, 0.072, 0.084, 0.079, 0.072, 0.087, 0.060, 0.091, -0.279, 0.492, -0.305, -0.129, -0.098, -0.307, -0.109, -0.120, -0.310, -0.104, -0.112, 0.087, 0.068, 0.089, 0.092, 0.079, 0.047, 0.083, 0.065, 0.082, 0.070, 0.084, 0.081, 0.064, 0.080, 0.089, 0.078, 0.087, 0.077, -0.278, 0.810, -0.552, -0.277, 0.042, 0.034, 0.043, 0.048, 0.042, 0.044, -0.263, 0.816, -0.566, -0.264, 0.072, 0.053, 0.019, 0.059, 0.049, 0.057, -0.252, 0.801, -0.552, -0.243, 0.027, 0.039, 0.059, 0.010, 0.055, 0.045, -0.267, 0.830, -0.552, -0.290, 0.040, 0.058, 0.051, 0.032, 0.047, 0.057]
}